C41H63Ge2N9STi | wB97M-V/def2-TZVPD

Computed properties:
- Frontier orbital gap: 5.44 eV
- Multiplicity: 1
- Charge: +4
- Energy: -203892.22680 eV

Last column: Mulliken charge in e.
CARTESIAN COORDINATES (ANGSTROEM)
Ti (-0.305, -1.187, -1.196)  -0.38
C (4.679, 2.366, 2.779)  -0.65
N (3.862, 1.249, 3.316)  0.28
C (4.264, -0.078, 3.446)  -1.04
C (3.365, -0.683, 4.234)  -0.05
N (2.341, 0.226, 4.422)  0.55
C (2.714, 1.500, 4.017)  -0.41
S (1.357, -0.398, 0.126)  -0.63
C (1.234, 0.111, 5.306)  0.91
C (0.928, -1.074, 5.911)  -0.87
C (-0.251, -1.179, 6.724)  -0.62
C (-0.946, 0.046, 6.920)  -0.78
C (-0.604, 1.168, 6.234)  0.01
N (0.590, 1.292, 5.476)  0.04
H (5.305, 2.104, 1.928)  0.35
H (5.327, 2.833, 3.577)  0.29
H (3.886, 3.115, 2.440)  0.20
H (5.210, -0.404, 3.132)  0.64
H (3.505, -1.625, 4.777)  0.54
H (1.667, -1.867, 5.859)  0.37
H (-0.601, -2.180, 6.887)  0.50
H (-1.745, 0.042, 7.674)  0.43
H (-1.151, 2.140, 6.366)  0.42
C (-2.224, -4.486, -2.620)  -1.03
N (-1.557, -4.829, -1.350)  0.05
C (-2.472, -5.392, -0.413)  -1.33
C (-0.389, -4.216, -0.946)  -0.90
N (0.076, -3.131, -1.635)  2.32
C (0.841, -3.214, -2.741)  -0.19
C (2.029, -3.956, -2.727)  -0.87
C (2.542, -4.313, -3.958)  -0.90
C (1.867, -4.048, -5.179)  -0.75
C (0.795, -3.145, -5.161)  -0.82
C (0.451, -2.546, -3.940)  0.87
N (-0.539, -1.567, -3.753)  0.81
C (-0.809, -0.708, -4.823)  -0.24
N (-2.003, -0.023, -4.894)  0.21
C (-3.194, -0.612, -4.319)  -0.99
C (-2.118, 1.342, -5.306)  -1.07
N (0.148, -0.431, -5.754)  0.43
C (1.467, -0.027, -5.355)  -0.80
C (-0.253, -0.145, -7.116)  -1.43
N (0.318, -4.707, 0.056)  0.30
C (1.267, -3.920, 0.846)  -0.94
C (0.241, -6.116, 0.479)  -1.02
H (-1.672, -5.023, -3.404)  0.38
H (-2.169, -3.345, -2.788)  0.12
H (-3.252, -4.734, -2.693)  0.48
H (-3.424, -4.821, -0.403)  0.34
H (-2.022, -5.288, 0.619)  0.45
H (-2.594, -6.481, -0.478)  0.40
H (2.444, -4.298, -1.800)  0.56
H (3.553, -4.840, -4.043)  0.39
H (2.182, -4.601, -6.046)  0.53
H (0.298, -2.879, -6.123)  0.46
H (-3.534, -0.155, -3.388)  0.28
H (-3.997, -0.600, -5.028)  0.52
H (-3.068, -1.704, -4.142)  0.17
H (-1.447, 2.054, -4.773)  0.30
H (-3.156, 1.641, -5.133)  0.45
H (-1.912, 1.480, -6.398)  0.33
H (1.617, -0.161, -4.240)  0.11
H (1.661, 1.004, -5.694)  0.40
H (2.223, -0.727, -5.791)  0.26
H (0.427, -0.760, -7.762)  0.39
H (-0.097, 0.867, -7.435)  0.40
H (-1.235, -0.554, -7.267)  0.48
H (1.695, -3.132, 0.228)  0.20
H (2.029, -4.521, 1.253)  0.40
H (0.800, -3.398, 1.750)  0.19
H (-0.603, -6.608, -0.062)  0.38
H (0.081, -6.150, 1.594)  0.37
H (1.207, -6.604, 0.229)  0.36
C (-2.764, -1.279, 1.114)  -1.47
C (-2.084, -1.642, -0.247)  0.97
Ge (1.021, 2.609, 4.068)  0.52
C (1.409, 4.462, 4.630)  -0.23
C (1.304, 4.851, 6.088)  -1.14
C (-0.177, 1.829, 2.745)  -1.73
C (-0.595, 2.485, 1.642)  0.61
Ge (0.287, 1.672, 0.043)  1.02
C (1.741, 3.003, -0.447)  -0.54
C (1.760, 3.368, -1.912)  -1.12
C (-1.343, 1.421, -1.129)  0.79
C (-2.739, 1.571, -0.405)  -1.12
C (-1.104, 3.877, 1.647)  0.59
C (-0.881, 4.853, 0.624)  -0.38
C (-1.095, 6.174, 0.887)  -0.70
C (-1.510, 6.559, 2.195)  -0.54
C (-1.917, 5.656, 3.150)  -0.81
C (-1.697, 4.306, 2.872)  -0.27
H (-3.064, -2.173, 1.621)  0.48
H (-3.685, -0.782, 0.875)  0.48
H (-2.275, -0.585, 1.831)  0.02
H (-2.657, -1.159, -1.053)  0.13
H (-2.086, -2.735, -0.384)  -0.15
H (0.778, 5.175, 4.010)  0.21
H (2.472, 4.603, 4.299)  0.49
H (0.331, 5.294, 6.340)  0.36
H (2.121, 5.588, 6.327)  0.35
H (1.347, 3.980, 6.787)  0.30
H (-0.347, 0.732, 2.835)  0.31
H (2.664, 2.494, -0.124)  0.49
H (1.654, 3.909, 0.150)  0.44
H (1.547, 2.531, -2.590)  0.11
H (2.746, 3.751, -2.219)  0.42
H (0.988, 4.113, -2.232)  0.30
H (-1.284, 0.587, -1.936)  -0.81
H (-1.336, 2.326, -1.804)  0.67
H (-2.660, 1.442, 0.684)  0.07
H (-3.445, 0.819, -0.794)  0.45
H (-3.128, 2.598, -0.661)  0.43
H (-0.754, 4.588, -0.472)  0.16
H (-1.019, 6.959, 0.114)  0.46
H (-1.599, 7.606, 2.488)  0.42
H (-2.194, 5.960, 4.120)  0.53
H (-1.882, 3.612, 3.696)  0.52